Record 1
Density functional theory data (the ωB97M-V functional and the def2-TZVPD basis) for C5H10N2O as an isolated structure at a distorted geometry.

Properties
LUMO energy: 0.67 eV
Multiplicity: 1
Energy relative to the best compared isomer or geometry (same formula, charge and spin): 118.36 kcal/mol
Orbital gap: 7.842 eV
Electronic energy: -381.0968 Eh
HOMO: -0.264 Ha

```
18
Properties=species:S:1:pos:R:3:forces:R:3
H -1.578974 -1.782211 -0.077644 0.0 -0.2 0.5
C -1.068079 0.659145 -0.060590 0.3 0.2 0.8
O -1.904959 1.317236 0.524510 0.8 0.1 -0.4
H 1.781149 0.707944 -0.936165 0.0 -0.1 0.1
C 0.245656 -1.145666 0.900748 -1.0 0.6 -0.7
H -1.848633 -0.872201 1.380483 0.1 -0.6 -0.3
N -1.242298 -1.097595 0.591507 1.8 1.2 -0.3
C 1.180169 -2.009279 1.008941 0.5 0.7 -0.8
H 1.767966 2.083734 0.193764 0.0 0.0 0.0
C -0.898360 0.555818 -1.555035 0.0 -0.4 0.1
N 0.457003 0.525736 0.689566 -1.7 -1.6 0.5
H 1.124908 -3.064042 0.755955 -0.4 0.1 0.7
H 2.557947 0.550018 0.640917 -0.1 -0.2 0.0
C 1.716470 0.997061 0.110638 -0.2 -0.1 -0.1
H 0.309033 0.971625 1.594681 -0.1 0.0 -0.1
H -1.863445 0.286298 -1.989034 0.1 0.2 0.0
H -0.570339 1.520052 -1.942722 -0.1 0.0 0.0
H -0.165213 -0.203674 -1.830522 0.0 0.0 0.1
```
Positions in Å, forces in eV/Å.

Atom charges from the natural (NBO) analysis, given in e for atoms 1 to 8:
1 H 0.41
2 C 0.73
3 O -0.66
4 H 0.21
5 C 0.08
6 H 0.41
7 N -0.76
8 C -0.51

=====

Record 2
Density functional theory data (the ωB97M-V functional and the def2-TZVPD basis) for a 2-piece molecular cluster, C6H9F overall.

Properties
LUMO energy (alpha / beta): 0.28 / -0.61 eV
Multiplicity: 1
Energy relative to the best compared isomer or geometry (same formula, charge and spin): 80.07 kcal/mol
Orbital gap (alpha / beta): 7.648 / 8.055 eV
Electronic energy: -333.7288 Eh
HOMO (alpha / beta): -0.271 / -0.318 Ha

```
16
Properties=species:S:1:pos:R:3:forces:R:3
C -2.346937 -0.784317 0.589844 0.1 0.0 0.0
H -2.056088 -1.546118 1.293546 0.0 -0.1 0.1
H 2.458961 -1.455414 -0.750494 0.0 -0.1 0.1
C 0.560903 1.829024 1.647197 0.0 -0.1 0.0
H 0.772625 2.686220 1.045927 0.1 0.3 -0.2
H 2.777983 -0.337097 -2.172481 0.1 0.1 -0.1
H -0.354485 1.771866 2.195901 -0.3 0.0 0.2
C 0.816715 -0.268419 -1.364605 0.1 -0.2 0.1
C -1.468652 -0.307371 -0.317109 0.0 -0.1 0.0
H -3.356982 -0.417386 0.641326 -0.1 0.1 0.0
H -1.770501 0.455026 -1.025083 0.0 0.0 0.0
F 0.282942 -1.690062 0.433142 -0.1 0.3 -0.2
H 1.266711 1.026514 1.703623 0.2 -0.2 0.0
C 2.090274 -0.709737 -1.434631 0.0 0.0 0.0
H 0.457520 0.480420 -2.053109 -0.1 0.1 -0.1
C -0.130990 -0.733148 -0.432995 0.1 -0.1 0.2
```
Positions in Å, forces in eV/Å.

Atom charges from the natural (NBO) analysis, given in e for atoms 1 to 8:
1 C -0.35
2 H 0.20
3 H 0.20
4 C -0.50
5 H 0.16
6 H 0.20
7 H 0.17
8 C -0.31